(1)
C6H19N3P2 as an isolated structure, computed with ωB97M-V with the def2-TZVPD basis set.

Geometry as XYZ:
```
30
Properties=species:S:1:pos:R:3
C -2.457 -0.800 -0.021
C -2.601 1.547 0.085
C 2.654 0.460 0.495
C 1.089 1.162 2.145
C 0.288 -1.453 -2.197
C 0.491 -1.978 0.202
N -1.929 0.393 0.665
N 1.259 0.598 0.875
N 0.544 -1.009 -0.848
P 0.330 1.900 -1.989
P 0.162 0.554 -0.417
H -3.402 -0.528 -0.334
H -1.766 -1.144 -0.895
H -2.484 -1.740 0.698
H -1.991 2.395 0.095
H -2.966 1.347 -0.854
H -3.558 1.715 0.622
H 3.149 -0.223 1.144
H 2.855 0.172 -0.529
H 3.404 1.312 0.558
H 0.108 1.448 2.363
H 1.593 0.452 2.971
H 1.700 2.168 2.263
H 0.857 -2.376 -2.292
H -0.744 -1.667 -2.425
H 0.772 -0.741 -2.837
H 1.472 -1.952 0.669
H -0.253 -1.748 0.979
H 0.515 -2.953 -0.205
H 0.908 2.690 -0.988
```

The energy above the lowest of the compared OMol25 structures with the same formula, charge and spin is 0.0 kcal per mole. As for the charge: 0. The calculation puts the HOMO-LUMO gap at 7.85 eV. The energy is -1086.81564 a.u. Its spin multiplicity is 1. The LUMO energy comes out at 0.4165 eV.

***

(2)
A 4-piece molecular cluster, C37H72N3O13PS overall, computed with ωB97M-V with the def2-TZVPD basis set.

Geometry as XYZ:
```
127
Properties=species:S:1:pos:R:3
C 5.932 -5.037 4.055
C 6.598 -5.777 2.899
C 6.890 -4.867 1.699
C 8.113 -5.272 0.855
C 9.212 -4.211 0.776
C 8.946 -3.082 -0.225
C 8.069 -1.951 0.309
C 8.130 -0.673 -0.516
C 7.473 0.516 0.192
C 6.845 1.573 -0.730
C 5.478 2.088 -0.261
C 4.288 1.226 -0.718
C 3.783 0.193 0.305
C 2.478 0.562 1.028
C 1.294 -0.321 0.643
C 0.056 -0.069 1.511
C -0.697 -1.294 2.051
C -1.778 -1.898 1.117
C -1.737 -3.438 0.869
P -0.089 -3.639 -0.071
N -0.623 -4.264 -1.617
O 0.436 -5.052 0.600
C -3.035 -3.916 0.159
C -3.469 -3.119 -1.085
C -4.565 -2.061 -0.848
N -4.408 -0.801 -1.566
C -3.021 -5.407 -0.205
O -2.112 -6.187 0.596
S -2.129 -5.896 2.137
O -1.162 -6.759 2.715
O -3.509 -5.949 2.547
C -1.614 -4.171 2.244
C -2.348 -3.569 3.470
N -3.728 -3.150 3.237
H 6.662 -4.474 4.641
H 5.415 -5.714 4.736
H 5.192 -4.322 3.686
H 7.536 -6.229 3.236
H 5.955 -6.607 2.593
H 5.997 -4.839 1.069
H 7.025 -3.845 2.067
H 7.798 -5.509 -0.167
H 8.536 -6.196 1.259
H 9.335 -3.775 1.776
H 10.164 -4.686 0.527
H 9.893 -2.663 -0.576
H 8.462 -3.516 -1.109
H 8.350 -1.740 1.348
H 7.022 -2.273 0.339
H 9.175 -0.450 -0.759
H 7.622 -0.830 -1.473
H 8.212 0.987 0.847
H 6.696 0.129 0.858
H 6.724 1.136 -1.727
H 7.526 2.418 -0.856
H 5.482 2.118 0.836
H 5.341 3.122 -0.585
H 4.573 0.708 -1.639
H 3.459 1.886 -0.993
H 3.636 -0.772 -0.191
H 4.565 0.026 1.049
H 2.599 0.487 2.112
H 2.238 1.611 0.820
H 1.073 -0.170 -0.420
H 1.601 -1.365 0.730
H -0.671 0.554 0.981
H 0.373 0.512 2.381
H 0.029 -2.054 2.366
H -1.202 -0.959 2.958
H -1.717 -1.382 0.151
H -2.758 -1.673 1.532
H 0.083 -4.887 -2.004
H -0.720 -3.503 -2.286
H 1.029 -5.588 0.055
H -3.819 -3.779 0.905
H -2.615 -2.620 -1.551
H -3.835 -3.828 -1.835
H -5.536 -2.467 -1.145
H -4.649 -1.827 0.213
H -3.531 -0.360 -1.307
H -4.396 -0.948 -2.570
H -4.016 -5.840 -0.101
H -2.646 -5.557 -1.212
H -0.565 -4.234 2.537
H -1.777 -2.700 3.788
H -2.267 -4.303 4.282
H -4.331 -3.967 3.282
H -4.024 -2.514 3.969
C -3.873 5.276 0.986
C -3.002 4.056 0.967
C -3.639 2.811 0.379
O -2.986 1.755 1.103
C -2.590 2.257 2.301
O -2.211 1.595 3.214
O -2.694 3.596 2.303
H -3.338 6.141 1.377
H -4.207 5.512 -0.021
H -4.751 5.109 1.611
H -2.044 4.254 0.477
H -3.463 2.681 -0.685
H -4.710 2.767 0.585
C -4.664 2.139 -4.104
C -4.946 3.617 -4.091
C -4.149 4.461 -5.072
O -4.023 5.708 -4.380
C -4.126 5.466 -3.053
O -3.899 6.252 -2.191
O -4.536 4.196 -2.838
H -5.295 1.622 -3.384
H -4.870 1.734 -5.096
H -3.617 1.954 -3.858
H -6.016 3.817 -4.198
H -4.638 4.633 -6.027
H -3.150 4.044 -5.230
C -7.578 10.655 -2.431
C -6.770 9.387 -2.367
C -7.439 8.145 -2.931
O -6.878 7.104 -2.131
C -6.525 7.639 -0.932
O -6.238 7.013 0.035
O -6.567 8.987 -0.999
H -7.018 11.494 -2.022
H -7.826 10.880 -3.470
H -8.502 10.540 -1.864
H -5.780 9.519 -2.813
H -7.218 7.948 -3.976
H -8.521 8.175 -2.773
```

Its SMILES is CCCCCCCCCCCCCCCCCC[C@]1(P(N)O)[C@@H](CCN)COS(=O)(=O)[C@@H]1CN.C[C@@H]1COC(=O)O1.C[C@@H]1COC(=O)O1.C[C@@H]1COC(=O)O1. As for the charge: 0. The calculation puts the HOMO-LUMO gap at 8.23 eV. The energy is -3335.00381 a.u. Its spin multiplicity is 1. The LUMO energy comes out at 0.2370 eV.

***

(3)
C16H16N2O3PSe2V as an isolated structure, computed with ωB97M-V with the def2-TZVPD basis set.

Geometry as XYZ:
```
41
Properties=species:S:1:pos:R:3
V 0.001 0.430 0.391
N 1.223 1.531 -1.264
C 1.302 0.598 -2.407
C 1.504 -0.767 -1.788
O 2.229 -1.625 -2.169
N 0.791 -0.865 -0.549
C 1.385 -1.653 0.494
C 1.704 -0.653 1.690
O 2.006 -1.030 2.768
O 1.430 0.611 1.319
H 0.964 2.461 -1.577
H 2.141 1.625 -0.833
H 2.129 0.801 -3.085
H 0.370 0.623 -2.974
H 2.293 -2.162 0.161
H 0.707 -2.396 0.916
Se -1.497 -0.470 1.957
P -2.770 1.220 1.196
Se -1.626 1.690 -0.653
C -4.415 0.605 0.820
C -4.919 0.678 -0.476
C -6.210 0.238 -0.716
C -6.976 -0.266 0.326
C -6.460 -0.345 1.614
C -5.171 0.085 1.872
C -2.740 2.635 2.311
C -3.187 2.472 3.624
C -3.251 3.580 4.450
C -2.878 4.831 3.975
C -2.429 4.984 2.670
C -2.356 3.886 1.830
H -4.324 1.082 -1.285
H -6.616 0.289 -1.717
H -7.987 -0.600 0.133
H -7.061 -0.746 2.419
H -4.764 0.010 2.873
H -3.465 1.499 4.008
H -3.594 3.467 5.470
H -2.937 5.694 4.624
H -2.138 5.958 2.301
H -2.015 4.016 0.812
```

The energy above the lowest of the compared OMol25 structures with the same formula, charge and spin is 10.9 kcal per mole. As for the charge: +2. The calculation puts the HOMO-LUMO gap (spin up / spin down) at 5.97 / 5.97 eV. The energy is -7042.19455 a.u. Its spin multiplicity is 1. The LUMO energy (spin up / spin down) comes out at -9.5676 / -9.5667 eV.

***

(4)
A 2-piece molecular cluster, C2H10N4 overall, computed with ωB97M-V with the def2-TZVPD basis set.

Geometry as XYZ:
```
16
Properties=species:S:1:pos:R:3
H 0.923 -3.551 1.197
N 1.614 -2.845 0.971
C 1.200 -1.770 1.506
N 1.710 -0.504 1.441
H 0.556 -1.870 2.398
H 2.567 -0.238 0.995
H 0.988 0.146 1.689
N -1.971 0.487 -1.478
C -0.744 1.330 -1.580
N -0.591 2.212 -0.470
H -1.928 -0.248 -2.180
H -1.947 -0.007 -0.593
H -0.858 1.873 -2.524
H 0.119 0.675 -1.712
H -0.209 1.756 0.358
H -1.430 2.555 -0.018
```

The energy above the lowest of the compared OMol25 structures with the same formula, charge and spin is 29.0 kcal per mole. Its SMILES is [H]/N=C/N.NCN. As for the charge: 0. The calculation puts the HOMO-LUMO gap at 10.21 eV. The energy is -301.18200 a.u. Its spin multiplicity is 1. The LUMO energy comes out at 0.6396 eV.

***

(5)
C31H30F4GeMnN2O2 as an isolated structure, computed with ωB97M-V with the def2-TZVPD basis set.

Geometry as XYZ:
```
71
Properties=species:S:1:pos:R:3
Mn -1.670 1.301 1.453
C -4.778 0.889 2.410
N -4.013 1.645 1.415
C -4.392 1.200 0.069
C -4.245 3.081 1.600
C -3.267 3.926 0.798
N -1.929 3.414 1.026
C -0.848 4.140 0.698
C 0.422 3.626 1.050
F 0.401 2.431 1.723
C 1.619 4.218 0.746
F 2.767 3.640 1.125
C 1.654 5.412 0.051
C 0.437 5.960 -0.309
F 0.428 7.111 -0.995
C -0.771 5.371 0.002
F -1.897 5.984 -0.430
H -5.856 1.049 2.277
H -4.493 1.204 3.412
H -4.563 -0.174 2.306
H -5.453 1.398 -0.131
H -4.201 0.131 -0.021
H -3.797 1.716 -0.685
H -4.094 3.295 2.660
H -5.277 3.346 1.336
H -3.360 4.960 1.137
H -3.533 3.901 -0.267
H 2.586 5.887 -0.212
O -1.309 -0.073 3.061
C -1.123 -0.961 2.178
O -1.633 -0.849 1.026
C -0.286 -2.184 2.487
C -0.070 -3.102 1.279
Ge 0.923 -2.323 -0.284
C 2.587 -1.584 0.472
C 3.220 -0.451 -0.032
C 4.437 -0.026 0.485
C 5.036 -0.732 1.516
C 4.420 -1.865 2.029
C 3.207 -2.286 1.506
C 1.507 -3.908 -1.317
C 0.981 -5.180 -1.109
C 1.471 -6.278 -1.803
C 2.497 -6.116 -2.722
C 3.032 -4.854 -2.943
C 2.539 -3.763 -2.244
C 0.324 -1.011 -1.654
C 0.254 0.357 -1.395
C -0.137 1.262 -2.370
C -0.442 0.805 -3.645
C -0.316 -0.543 -3.940
C 0.064 -1.443 -2.951
H -0.808 -2.708 3.291
H 0.670 -1.851 2.896
H -1.027 -3.502 0.945
H 0.556 -3.943 1.586
H 2.762 0.104 -0.843
H 4.911 0.859 0.082
H 5.985 -0.401 1.920
H 4.885 -2.424 2.831
H 2.741 -3.185 1.897
H 0.175 -5.321 -0.397
H 1.057 -7.263 -1.625
H 2.883 -6.970 -3.264
H 3.838 -4.723 -3.654
H 2.966 -2.779 -2.411
H 0.615 0.719 -0.434
H -0.174 2.323 -2.146
H -0.753 1.504 -4.412
H -0.506 -0.896 -4.946
H 0.168 -2.495 -3.187
```

The expectation value of S² is 8.75. As for the charge: 0. The calculation puts the HOMO-LUMO gap (spin up / spin down) at 8.03 / 7.98 eV. The energy is -5086.70617 a.u. Its spin multiplicity is 6. The LUMO energy (spin up / spin down) comes out at 0.5628 / 0.4045 eV.

***

(6)
A single C4H6N2 molecule, computed with ωB97M-V with the def2-TZVPD basis set.

Geometry as XYZ:
```
12
Properties=species:S:1:pos:R:3
N 1.970 -2.057 -1.320
C 1.443 -1.407 -0.520
C 0.806 -0.588 0.527
C 0.029 0.561 -0.022
C -1.480 0.375 -0.283
N -0.950 1.248 0.738
H 0.114 -1.214 1.093
H 1.574 -0.196 1.188
H 0.560 1.190 -0.752
H -1.917 -0.527 0.131
H -1.148 0.387 -1.310
H -0.976 2.235 0.532
```

The energy above the lowest of the compared OMol25 structures with the same formula, charge and spin is 69.0 kcal per mole. Its SMILES is N#CC[C@H]1CN1. As for the charge: 0. The calculation puts the HOMO-LUMO gap at 10.87 eV. The energy is -265.42568 a.u. Its spin multiplicity is 1. The LUMO energy comes out at 0.8751 eV.